Entry 1:
DFT (ωB97M-V with the def2-TZVPD basis set) results for a cluster of 3 separate species, C24H50BI2NO10 in total.

Geometry as ORCA input:
```
! wB97M-V def2-TZVPD RIJCOSX def2/J DEFGRID3
* xyz 0 1
C -2.79 -1.68 -6.12
O -1.99 -1.64 -4.93
B -2.14 -2.65 -4.02
O -1.86 -3.95 -4.37
C -2.60 -2.25 -2.54
C -3.87 -1.48 -2.73
O -4.97 -1.91 -2.97
O -3.61 -0.16 -2.59
C -2.65 -0.07 -1.52
C -3.32 -0.14 -0.16
C -4.60 0.70 -0.04
C -5.54 0.11 1.02
C -6.23 -1.18 0.53
N -5.56 -2.38 1.04
C -1.65 -1.23 -1.81
C -0.96 -1.95 -0.64
I 0.40 -3.36 -1.57
C -0.14 -1.18 0.43
C -0.82 -1.05 1.81
I 0.60 0.68 -0.30
H -2.32 -2.30 -6.88
H -2.91 -0.66 -6.47
H -3.79 -2.09 -5.91
H -2.58 -4.58 -4.25
H -2.86 -3.15 -1.97
H -2.15 0.90 -1.63
H -2.60 0.25 0.56
H -3.55 -1.18 0.11
H -5.12 0.74 -1.00
H -4.34 1.74 0.21
H -4.95 -0.15 1.90
H -6.28 0.86 1.31
H -7.30 -1.15 0.81
H -6.20 -1.22 -0.56
H -5.81 -2.55 2.01
H -5.83 -3.19 0.51
H -0.91 -0.94 -2.56
H -1.68 -2.59 -0.12
H 0.77 -1.75 0.60
H -0.19 -1.51 2.58
H -1.78 -1.57 1.83
H -1.01 -0.02 2.10
C 5.93 4.60 -6.26
O 5.10 3.49 -6.03
C 5.82 2.27 -5.91
C 5.06 1.26 -5.09
O 5.08 1.51 -3.69
C 4.22 2.53 -3.20
C 2.77 2.12 -3.11
O 2.15 2.14 -4.39
C 1.05 1.26 -4.47
H 6.42 4.53 -7.24
H 5.29 5.48 -6.25
H 6.69 4.70 -5.49
H 6.80 2.46 -5.44
H 5.99 1.85 -6.91
H 5.57 0.30 -5.20
H 4.04 1.15 -5.46
H 4.33 3.46 -3.76
H 4.56 2.71 -2.18
H 2.24 2.83 -2.45
H 2.70 1.12 -2.67
H 1.35 0.23 -4.22
H 0.68 1.29 -5.49
H 0.24 1.56 -3.79
C 1.55 1.31 3.88
O 1.38 0.35 4.90
C 2.49 -0.51 5.05
C 2.57 -1.07 6.44
O 3.03 -0.15 7.42
C 2.12 0.82 7.89
C 1.09 0.30 8.86
O 0.07 -0.43 8.20
C -0.55 -1.38 9.03
H 1.59 0.83 2.89
H 0.69 1.97 3.90
H 2.46 1.90 4.03
H 3.42 0.04 4.83
H 2.40 -1.34 4.34
H 3.32 -1.86 6.43
H 1.61 -1.52 6.73
H 1.63 1.34 7.06
H 2.73 1.54 8.42
H 0.64 1.15 9.39
H 1.59 -0.34 9.60
H 0.17 -2.08 9.44
H -1.27 -1.92 8.42
H -1.09 -0.90 9.85
*
```

Orbital gap (Eh): 0.3453
DFT total energy (eV): -64540.657


Entry 2:
DFT (ωB97M-V with the def2-TZVPD basis set) results for a structure of composition C24H50F8O20P4Tl.

Geometry as ORCA input:
```
! wB97M-V def2-TZVPD RIJCOSX def2/J DEFGRID3
* xyz -1 1
Tl -4.14 -13.84 3.59
O -2.18 -5.84 1.76
C -2.78 -6.72 2.50
O -3.19 -6.28 3.60
O -2.82 -7.94 2.23
H -2.31 -5.10 2.37
P -6.18 -11.41 8.19
O -6.41 -12.90 8.08
O -6.64 -10.61 6.97
O -4.75 -11.00 7.83
O -6.59 -10.37 9.28
C -10.43 -10.32 -4.71
C -10.80 -10.04 -3.30
O -10.06 -10.86 -2.48
P -10.25 -10.89 -0.86
O -9.20 -11.64 -0.12
O -10.30 -9.33 -0.51
C -10.59 -8.91 0.84
C -11.97 -8.22 0.77
O -11.78 -11.34 -0.57
C -12.03 -12.28 0.48
C -12.73 -13.49 -0.12
H -9.37 -10.18 -4.90
H -10.54 -11.37 -4.99
H -11.02 -9.67 -5.36
H -10.61 -8.98 -3.16
H -11.86 -10.24 -3.14
H -10.63 -9.73 1.56
H -9.86 -8.17 1.17
H -12.04 -7.41 0.05
H -12.65 -8.97 0.37
H -12.27 -7.69 1.67
H -11.15 -12.65 1.00
H -12.55 -11.76 1.28
H -13.01 -14.26 0.60
H -13.57 -13.19 -0.75
H -12.11 -14.06 -0.80
C 2.64 -15.90 -4.70
C 1.55 -14.84 -4.99
O 0.83 -14.46 -3.82
P -0.78 -14.22 -3.87
O -1.52 -14.08 -2.60
O -0.85 -12.94 -4.88
C -0.80 -11.69 -4.24
C -2.18 -11.08 -4.16
O -1.29 -15.39 -4.81
C -2.68 -15.59 -5.01
C -2.83 -16.46 -6.17
H 3.11 -16.29 -5.60
H 3.49 -15.54 -4.11
H 2.10 -16.63 -4.09
H 2.03 -13.96 -5.41
H 0.90 -15.31 -5.73
H -0.33 -11.76 -3.26
H -0.15 -10.95 -4.70
H -2.10 -10.05 -3.81
H -2.81 -11.07 -5.05
H -2.75 -11.60 -3.38
H -3.05 -16.07 -4.10
H -3.13 -14.60 -5.01
H -3.81 -16.82 -6.46
H -2.54 -15.95 -7.09
H -2.16 -17.32 -6.09
C 5.13 -10.59 0.19
C 4.49 -10.00 1.49
O 3.52 -10.94 1.94
P 3.45 -11.56 3.46
O 2.11 -12.13 3.70
O 3.85 -10.32 4.43
C 2.93 -9.41 4.90
C 3.18 -8.11 4.08
O 4.72 -12.54 3.54
C 4.53 -13.95 3.50
C 4.19 -14.45 2.03
H 5.96 -10.01 -0.21
H 5.55 -11.58 0.38
H 4.36 -10.61 -0.58
H 5.29 -10.06 2.22
H 4.09 -9.00 1.37
H 1.88 -9.69 4.77
H 2.93 -9.19 5.97
H 4.17 -7.68 4.23
H 3.00 -8.31 3.02
H 2.46 -7.33 4.33
H 5.36 -14.50 3.95
H 3.73 -14.20 4.19
H 4.83 -13.89 1.34
H 4.40 -15.52 2.00
H 3.18 -14.26 1.68
C -3.71 -16.24 13.08
C -2.31 -16.64 12.63
C -1.83 -15.92 11.39
F -0.53 -16.09 11.11
F -2.51 -16.18 10.28
F -1.44 -16.36 13.61
F -2.16 -17.95 12.35
O -4.03 -16.54 14.47
C -4.07 -17.94 14.86
C -4.53 -17.96 16.33
F -4.63 -19.23 16.73
F -3.67 -17.36 17.16
F -4.97 -18.40 13.94
F -2.95 -18.51 14.66
H -4.45 -16.69 12.42
H -3.90 -15.18 12.90
H -1.85 -14.84 11.48
H -5.45 -17.39 16.43
*
```

Orbital gap (Eh): 0.1089
DFT total energy (eV): -130240.593


Entry 3:
DFT (ωB97M-V with the def2-TZVPD basis set) results for a structure of composition C24H51BGeN8NiSbSe.

Geometry as ORCA input:
```
! wB97M-V def2-TZVPD RIJCOSX def2/J DEFGRID3
* xyz 1 3
Ni -1.12 1.23 -0.39
C 0.02 0.95 3.73
C -0.07 0.35 2.49
N -0.48 1.23 1.58
N -0.65 2.40 2.21
C -0.35 2.26 3.51
B -0.93 3.71 1.47
N 0.12 3.82 0.34
C 0.80 4.92 0.00
C 1.39 4.70 -1.23
C 1.01 3.40 -1.57
N 0.25 2.89 -0.61
N -2.27 3.67 0.70
C -3.22 4.61 0.65
C -4.01 4.38 -0.46
C -3.45 3.25 -1.05
N -2.41 2.84 -0.34
H 0.31 0.49 4.65
H 0.21 -0.66 2.24
H -0.42 3.09 4.18
H -0.89 4.63 2.20
H 0.80 5.78 0.63
H 2.00 5.38 -1.79
H 1.26 2.85 -2.45
H -3.28 5.38 1.39
H -4.87 4.93 -0.79
H -3.74 2.75 -1.96
C 4.72 -1.02 2.20
Ge 5.71 -0.87 0.48
C 5.15 -2.26 -0.83
C 7.68 -0.92 0.72
C 5.22 0.95 -0.23
Se 3.30 1.20 -0.47
C 3.22 0.71 -2.36
H 4.53 -2.06 2.46
H 3.77 -0.49 2.15
H 5.31 -0.58 3.00
H 5.25 -3.24 -0.38
H 5.79 -2.23 -1.70
H 4.12 -2.14 -1.15
H 7.98 -1.85 1.18
H 8.01 -0.11 1.36
H 8.18 -0.82 -0.23
H 5.69 1.19 -1.18
H 5.53 1.71 0.50
H 3.62 -0.29 -2.50
H 3.81 1.43 -2.93
H 2.18 0.76 -2.68
C 0.82 -3.20 -1.75
C 0.46 -2.87 -0.31
C 1.73 -2.71 0.55
C -0.40 -3.99 0.27
N -0.39 -1.66 -0.28
N 0.15 -0.47 -0.84
H 1.22 -4.21 -1.82
H 1.57 -2.52 -2.15
H -0.07 -3.15 -2.37
H 2.34 -3.60 0.47
H 1.46 -2.58 1.60
H 2.33 -1.86 0.24
H 0.15 -4.93 0.29
H -1.29 -4.14 -0.35
H -0.71 -3.75 1.28
H -0.60 -1.47 0.70
H 0.23 -0.60 -1.85
H 1.09 -0.23 -0.48
C -4.25 -2.61 1.69
C -3.43 -1.34 1.76
Sb -3.20 -0.37 -0.19
C -5.21 0.54 -0.17
C -5.86 0.56 -1.54
C -3.66 -2.12 -1.41
C -3.23 -2.03 -2.85
H -4.47 -2.99 2.69
H -3.72 -3.39 1.15
H -5.20 -2.43 1.19
H -2.45 -1.53 2.19
H -3.94 -0.61 2.39
H -5.13 1.55 0.24
H -5.81 -0.06 0.52
H -5.21 1.01 -2.29
H -6.78 1.14 -1.51
H -6.11 -0.44 -1.86
H -4.73 -2.27 -1.34
H -3.16 -2.95 -0.92
H -3.73 -1.21 -3.36
H -3.49 -2.95 -3.37
H -2.15 -1.89 -2.93
*
```

Orbital gap (alpha / beta) (Eh): 0.3021 / 0.2638
DFT total energy (eV): -207752.000
Relative energy (zero: lowest compared OMol25 entry of this formula, charge and spin) (eV): 0.6695
Expectation value of S²: 2.0060


Entry 4:
DFT (ωB97M-V with the def2-TZVPD basis set) results for a cluster of 9 separate species, C24H51Br16NS2Si in total.

Geometry as ORCA input:
```
! wB97M-V def2-TZVPD RIJCOSX def2/J DEFGRID3
* xyz 0 1
C -6.91 0.15 0.32
C -5.60 -0.60 0.53
N -5.43 -1.69 -0.44
C -4.38 -2.64 -0.06
C -4.06 -3.69 -1.11
C -5.42 -1.27 -1.79
S -6.32 -2.02 -2.91
S -4.51 0.18 -2.34
C -2.74 -0.11 -2.02
C -2.20 0.36 -0.66
C -0.71 0.04 -0.47
Si -0.28 0.08 1.36
H -7.18 0.71 1.22
H -6.84 0.86 -0.51
H -7.71 -0.57 0.09
H -5.59 -1.07 1.53
H -4.76 0.10 0.50
H -3.45 -2.12 0.23
H -4.74 -3.16 0.84
H -4.97 -4.18 -1.47
H -3.43 -4.46 -0.65
H -3.51 -3.28 -1.96
H -2.46 -1.14 -2.24
H -2.28 0.51 -2.80
H -2.80 -0.09 0.14
H -2.35 1.44 -0.58
H -0.09 0.75 -1.02
H -0.46 -0.96 -0.85
H -0.88 1.27 1.99
H 1.18 0.12 1.61
H -0.84 -1.15 1.98
Br 2.22 0.60 4.89
C 3.68 0.12 3.70
C 4.54 1.31 3.34
Br 3.63 2.50 2.11
H 3.25 -0.33 2.82
H 4.27 -0.63 4.23
H 5.44 0.98 2.83
H 4.81 1.89 4.22
Br -5.36 2.96 -4.46
C -6.31 1.44 -5.21
C -7.79 1.66 -5.25
Br -8.58 1.53 -3.47
H -6.03 0.58 -4.60
H -5.92 1.31 -6.22
H -8.27 0.89 -5.85
H -8.05 2.64 -5.63
Br 4.54 -1.62 0.77
C 6.36 -2.18 0.34
C 7.37 -1.42 1.15
Br 7.55 0.43 0.58
H 6.48 -2.04 -0.73
H 6.40 -3.24 0.58
H 8.36 -1.87 1.04
H 7.11 -1.39 2.21
Br -6.76 2.16 -9.12
C -5.43 0.96 -9.88
C -5.83 -0.48 -9.72
Br -5.65 -1.07 -7.88
H -4.50 1.18 -9.38
H -5.36 1.23 -10.93
H -5.18 -1.12 -10.31
H -6.86 -0.66 -10.01
Br 6.08 3.97 6.02
C 6.08 2.28 6.98
C 7.41 1.59 6.89
Br 7.69 0.85 5.11
H 5.29 1.68 6.54
H 5.82 2.51 8.01
H 7.45 0.74 7.57
H 8.24 2.25 7.08
Br -2.16 4.19 -1.01
C -3.13 5.56 -2.00
C -4.23 6.17 -1.17
Br -5.74 4.96 -0.99
H -3.51 5.08 -2.90
H -2.39 6.31 -2.26
H -4.62 7.06 -1.66
H -3.91 6.42 -0.17
Br 3.12 -5.41 1.86
C 1.96 -3.93 2.37
C 0.50 -4.31 2.28
Br -0.11 -4.40 0.44
H 2.21 -3.11 1.71
H 2.22 -3.68 3.39
H -0.11 -3.55 2.76
H 0.30 -5.28 2.72
Br 9.94 -2.53 4.44
C 11.23 -1.21 3.84
C 12.27 -0.92 4.89
Br 11.57 0.18 6.32
H 10.67 -0.33 3.56
H 11.70 -1.64 2.95
H 13.10 -0.36 4.45
H 12.66 -1.83 5.35
*
```

Orbital gap (Eh): 0.2915
DFT total energy (eV): -1177433.638


- What is the formula in the fourth record?
  C24H51Br16NS2Si